{"formula": "BrH2NO2S", "method": "ωB97M-V/def2-TZVPD", "symbols": ["N", "O", "O", "S", "Br", "H", "H"], "xyz": [[-1.01776, -0.08972, -0.05422], [1.10700, 0.85369, -0.99437], [1.15052, -1.42670, -0.19734], [0.64521, -0.13946, -0.13507], [0.85258, 0.64913, 1.87853], [-1.24100, 0.89162, 0.15928], [-1.49656, -0.73856, -0.65681]], "nbo_charge": [-1.09, -0.91, -0.89, 2.22, -0.18, 0.42, 0.42], "e_tot_ha": -3178.60802, "smiles": "NS(=O)(=O)Br", "total_charge": 0, "relative_energy_ev": 0.135, "orbital_gap_ev": 10.898}